The following is a DFT calculation (ωB97M-V/def2-TZVPD) of C39H25F5N6O7S4Ti as an isolated structure.

The energy comes out at -5298.06101 Ha. As for the multiplicity: 1. For the HOMO-LUMO gap, the calculation gives 6.98 eV. The calculation puts the maximum force at 0.35 eV/Å.

Last column: Löwdin charge in e.
Atoms and positions in Å:
Ti 1.318 -0.681 -0.310  1.008
F 4.228 -1.343 5.752  0.133
C 4.127 -1.226 4.430  -0.135
C 3.045 -0.569 3.869  -0.139
F 2.092 -0.045 4.642  0.126
C 2.979 -0.466 2.497  -0.217
F 1.903 0.181 1.958  0.010
C 3.922 -0.987 1.630  -0.491
S 3.746 -0.825 -0.104  0.801
C 4.996 -1.637 2.227  -0.225
F 5.956 -2.168 1.472  0.103
C 5.102 -1.757 3.603  -0.134
F 6.143 -2.389 4.140  0.133
O -1.379 2.206 1.643  0.064
C -2.493 1.439 1.679  -0.276
C -3.586 1.942 2.383  -0.015
C -4.760 1.221 2.454  -0.075
C -4.871 -0.017 1.823  -0.082
C -3.794 -0.516 1.123  -0.019
C -2.593 0.197 1.035  -0.104
C -1.470 -0.387 0.280  -0.384
O -0.276 0.197 0.385  -0.190
N -1.641 -1.427 -0.453  0.085
N -0.439 -1.802 -1.047  -0.153
C -0.477 -2.960 -1.617  -0.883
S -1.909 -3.951 -1.599  0.983
C -1.013 -5.462 -2.042  -0.499
C 0.079 -5.098 -3.025  -0.490
S 0.922 -3.612 -2.415  0.992
H -0.699 1.696 1.166  0.053
H -3.481 2.905 2.866  0.121
H -5.599 1.624 3.007  0.106
H -5.790 -0.584 1.885  0.102
H -3.849 -1.479 0.632  0.116
H -1.730 -6.155 -2.480  0.086
H -0.613 -5.889 -1.124  0.053
H -0.325 -4.891 -4.016  0.078
H 0.828 -5.885 -3.098  0.084
C -3.512 2.820 -1.421  -0.059
O -2.898 4.099 -1.465  -0.066
C -1.851 4.261 -2.305  -0.277
C -1.194 5.490 -2.240  0.008
C -0.089 5.725 -3.033  -0.035
C 0.406 4.726 -3.867  -0.290
C -0.294 3.535 -3.990  -0.019
C -1.421 3.298 -3.217  0.005
N 1.620 5.043 -4.573  0.080
N 2.570 4.249 -4.628  0.084
C 2.499 2.989 -3.937  -0.236
C 2.627 1.837 -4.661  -0.013
C 2.400 0.567 -4.084  0.035
C 2.055 0.487 -2.764  -0.300
O 1.698 -0.638 -2.127  -0.249
C 2.049 1.664 -1.976  -0.146
N 1.754 1.473 -0.663  0.025
C 1.727 2.518 0.133  -0.080
C 2.006 3.816 -0.321  -0.001
C 2.288 4.022 -1.644  0.025
C 2.296 2.925 -2.530  -0.093
H -4.240 2.860 -0.616  0.096
H -2.778 2.040 -1.201  0.085
H -4.018 2.590 -2.362  0.100
H -1.567 6.243 -1.559  0.123
H 0.427 6.677 -2.991  0.118
H 0.037 2.773 -4.682  0.120
H -1.947 2.361 -3.326  0.109
H 2.832 1.914 -5.721  0.122
H 2.444 -0.330 -4.686  0.127
H 1.490 2.340 1.175  0.120
H 1.986 4.635 0.383  0.118
H 2.507 5.016 -2.012  0.124
O 0.629 -6.188 2.892  -0.275
S -0.170 -5.356 2.047  0.651
O -1.176 -5.969 1.225  -0.303
N 0.791 -4.408 1.093  0.035
C 0.667 -3.165 1.420  -0.433
O 1.302 -2.220 0.809  -0.182
C -0.282 -2.854 2.532  -0.116
C -0.623 -1.636 3.092  -0.001
C -1.579 -1.627 4.101  -0.043
C -2.168 -2.809 4.540  -0.052
C -1.814 -4.035 3.984  -0.020
C -0.870 -4.021 2.982  -0.204
H -0.170 -0.716 2.753  0.104
H -1.873 -0.686 4.547  0.114
H -2.912 -2.774 5.325  0.109
H -2.264 -4.959 4.321  0.125



The following is a DFT calculation (ωB97M-V/def2-TZVPD) of C39H26BrClILaN6O5 as an isolated structure in a non-equilibrium geometry.

The energy comes out at -5570.10691 Ha. As for the multiplicity: 1. For the HOMO-LUMO gap, the calculation gives 6.94 eV. The calculation puts the maximum force at 1.90 eV/Å.

Last column: Löwdin charge in e.
Atoms and positions in Å:
La 1.289 -1.196 0.721  1.718
I 4.134 -1.021 2.047  0.914
C 5.035 -1.706 0.159  -0.510
C 6.400 -1.755 0.182  -0.170
C 7.093 -2.157 -0.968  -0.084
C 6.396 -2.508 -2.087  -0.036
C 4.987 -2.462 -2.110  -0.168
C 4.289 -2.809 -3.283  -0.048
C 2.927 -2.743 -3.328  -0.086
C 2.203 -2.331 -2.197  -0.148
C 2.817 -1.975 -1.008  -0.278
C 4.240 -2.041 -0.958  -0.249
H 6.946 -1.486 1.074  0.083
H 8.171 -2.173 -0.952  0.103
H 6.916 -2.821 -2.981  0.112
H 4.856 -3.120 -4.148  0.108
H 2.397 -2.999 -4.235  0.100
H 1.118 -2.288 -2.293  0.079
Br -4.613 5.537 -4.116  0.717
C -3.386 5.858 -2.691  -0.682
C -2.383 6.802 -2.841  -0.120
C -1.498 7.015 -1.805  -0.024
C -1.587 6.258 -0.635  -0.300
C -2.615 5.317 -0.503  -0.029
C -3.517 5.122 -1.525  -0.145
N -0.800 6.554 0.462  0.078
N -0.169 5.718 1.113  0.072
C 0.117 4.451 0.661  -0.255
C 0.501 4.164 -0.648  -0.004
C 0.922 2.906 -1.022  0.011
C 0.923 1.824 -0.127  -0.374
O 1.252 0.632 -0.475  -0.313
C 0.512 2.097 1.233  -0.164
N 0.471 1.052 2.095  0.021
C 0.047 1.278 3.321  -0.142
C -0.382 2.527 3.782  -0.038
C -0.337 3.597 2.931  0.011
C 0.134 3.405 1.621  -0.096
H -2.306 7.368 -3.756  0.103
H -0.705 7.740 -1.900  0.116
H -2.717 4.766 0.421  0.117
H -4.311 4.399 -1.420  0.100
H 0.525 4.964 -1.374  0.117
H 1.246 2.729 -2.036  0.120
H 0.027 0.432 3.994  0.078
H -0.762 2.623 4.785  0.105
H -0.668 4.585 3.218  0.115
O -1.932 -6.483 0.794  0.129
C -2.633 -5.658 0.054  -0.518
O -3.659 -5.987 -0.486  0.070
C -2.112 -4.265 -0.108  -0.032
C -2.776 -3.274 -0.829  -0.559
Cl -4.272 -3.350 -1.602  0.860
N -2.031 -2.146 -0.775  -0.066
N -0.919 -2.355 -0.054  0.034
C -0.935 -3.626 0.343  -0.108
C 0.210 -4.133 1.200  -0.577
O 0.059 -5.208 1.794  0.036
O 1.217 -3.392 1.270  -0.232
C -2.339 -0.878 -1.317  -0.204
C -2.798 -0.767 -2.625  -0.039
C -3.157 0.477 -3.112  -0.055
C -3.043 1.600 -2.309  -0.057
C -2.564 1.486 -1.013  -0.053
C -2.205 0.247 -0.511  -0.009
H -1.114 -6.065 1.215  0.063
H -2.874 -1.641 -3.252  0.100
H -3.517 0.559 -4.126  0.111
H -3.333 2.563 -2.699  0.086
H -2.472 2.362 -0.387  0.096
H -1.850 0.142 0.507  0.109
C -1.270 -4.313 4.626  -0.068
C -0.113 -3.400 5.048  -0.189
C 0.165 -2.448 4.020  -0.157
N 0.338 -1.695 3.171  0.106
H -1.484 -5.022 5.420  0.082
H -0.998 -4.864 3.732  0.057
H -2.165 -3.733 4.422  0.085
H 0.791 -3.995 5.217  0.136
H -0.352 -2.864 5.973  0.127



The following is a DFT calculation (ωB97M-V/def2-TZVPD) of C39H27F5N11O6RbS3 as an isolated structure.

Its charge is -2. The energy comes out at -4274.11697 Ha. As for the multiplicity: 1. For the HOMO-LUMO gap, the calculation gives 5.32 eV. The calculation puts the maximum force at 0.50 eV/Å.

Last column: Löwdin charge in e.
Atoms and positions in Å:
Rb -0.367 -0.414 0.286  0.801
F 1.094 -0.238 6.140  0.084
C 1.143 0.806 5.289  -0.157
C 0.441 0.789 4.101  -0.158
F -0.291 -0.294 3.777  0.083
C 0.500 1.864 3.236  -0.264
F -0.220 1.722 2.103  -0.033
C 1.271 3.013 3.471  -0.656
S 1.390 4.336 2.372  0.499
C 1.967 2.977 4.693  -0.258
F 2.744 4.013 5.049  0.048
C 1.909 1.920 5.578  -0.157
F 2.603 1.957 6.733  0.083
S -3.765 0.017 -0.858  0.479
C -3.152 1.636 -0.769  -0.880
N -3.739 2.694 -0.347  0.034
N -5.035 2.516 0.018  -0.030
C -5.691 3.489 0.730  -0.250
C -6.994 3.245 1.187  -0.050
C -7.691 4.220 1.877  -0.128
C -7.118 5.460 2.132  -0.140
C -5.824 5.698 1.683  -0.111
C -5.109 4.735 0.992  -0.031
N -1.769 1.733 -1.144  -0.083
N -1.320 2.849 -1.434  0.091
C 0.057 2.778 -1.838  -0.259
C 0.971 3.627 -1.237  -0.041
C 2.307 3.554 -1.610  -0.094
C 2.715 2.675 -2.604  -0.100
C 1.782 1.855 -3.227  -0.089
C 0.452 1.896 -2.841  -0.046
H -5.372 1.556 0.009  0.044
H -7.449 2.280 0.992  0.102
H -8.696 4.005 2.222  0.089
H -7.664 6.220 2.675  0.081
H -5.352 6.654 1.881  0.094
H -4.099 4.917 0.657  0.100
H 0.652 4.285 -0.440  0.069
H 3.030 4.180 -1.102  0.102
H 3.758 2.620 -2.894  0.095
H 2.075 1.190 -4.030  0.093
H -0.278 1.275 -3.343  0.062
S -0.427 -1.112 -5.111  0.571
C -1.361 -2.146 -4.177  -0.898
N -1.616 -3.440 -4.483  0.018
C -2.321 -4.135 -3.411  -0.139
C -2.762 -2.969 -2.505  -0.157
N -1.976 -1.858 -3.022  0.023
H -1.037 -3.908 -5.162  0.092
H -1.652 -4.804 -2.869  0.089
H -3.171 -4.694 -3.805  0.107
H -2.514 -3.162 -1.464  0.107
H -3.829 -2.750 -2.583  0.106
H -2.169 -0.912 -2.719  0.050
N 9.767 -4.075 -1.587  0.135
C 8.868 -3.445 -1.243  -0.195
C 7.752 -2.656 -0.802  -0.242
C 6.452 -3.150 -0.905  -0.014
C 5.382 -2.392 -0.478  0.000
C 5.593 -1.123 0.067  -0.179
C 6.893 -0.633 0.174  0.004
C 7.962 -1.391 -0.262  -0.025
N 4.510 -0.349 0.495  -0.008
C 4.475 1.027 0.693  -0.036
C 3.200 1.327 1.042  -0.104
N 2.439 0.173 1.069  0.041
C 3.239 -0.798 0.743  -0.163
H 6.281 -4.129 -1.334  0.123
H 4.379 -2.775 -0.595  0.106
H 7.070 0.339 0.610  0.109
H 8.969 -1.004 -0.178  0.118
H 5.328 1.655 0.519  0.111
H 2.767 2.293 1.269  0.051
H 2.944 -1.832 0.664  0.111
O -0.075 -4.299 -1.300  -0.006
C 0.757 -3.383 -1.264  -0.650
O 0.991 -2.560 -0.344  -0.220
C 1.618 -3.197 -2.527  -0.077
C 2.573 -2.192 -2.599  0.067
C 3.322 -2.049 -3.755  -0.115
C 3.116 -2.826 -4.878  0.074
C 2.135 -3.792 -4.781  -0.139
C 1.406 -4.010 -3.627  0.050
N 1.817 -4.579 -5.978  -0.338
O 0.744 -5.157 -6.005  0.059
O 2.628 -4.604 -6.882  0.077
N 4.376 -1.020 -3.805  -0.332
O 4.614 -0.402 -2.787  0.076
O 4.937 -0.833 -4.868  0.073
H 2.710 -1.521 -1.763  0.112
H 3.675 -2.672 -5.786  0.130
H 0.659 -4.786 -3.564  0.123



> energy of number 2 (C39H26BrClILaN6O5)?

-5570.10691 Ha